Entry 1:
Formula: C2H8O2
Source: OMol25
Level of theory: ωB97M-V with the def2-TZVPD basis set

Each line ends with the natural charge from an NBO analysis.
Geometry (Å):
C -0.589 1.003 -2.404  -0.25
O -0.255 0.734 -1.027  -0.74
H -0.885 0.078 -0.702  0.47
H -0.339 0.139 -2.922  0.17
H -1.675 1.328 -2.537  0.16
H 0.090 1.947 -2.685  0.18
C 0.722 -1.111 2.322  -0.26
O 0.230 -0.768 0.979  -0.73
H 0.035 0.186 1.087  0.47
H -0.096 -1.084 3.019  0.17
H 1.508 -0.400 2.519  0.17
H 1.255 -2.052 2.350  0.18

Total charge   0
SMILES   CO.CO
HOMO energy   -10.2 eV
2S+1   1


Entry 2:
Formula: C2H8O2
Source: OMol25
Level of theory: ωB97M-V with the def2-TZVPD basis set

Each line ends with the natural charge from an NBO analysis.
Geometry (Å):
C -0.094 -1.261 1.607  -0.40
C 0.488 -1.070 0.428  -0.37
H -1.144 -1.201 1.852  0.19
H 0.584 -1.384 2.447  0.19
H -0.047 -0.937 -0.499  0.19
H 1.560 -0.916 0.390  0.20
H -2.096 0.496 -1.416  0.47
H -2.216 0.465 0.103  0.47
O -1.727 0.890 -0.591  -0.94
H 1.131 1.012 -1.707  0.47
H 1.647 2.300 -0.995  0.47
O 1.914 1.605 -1.619  -0.95

Total charge   0
SMILES   C=C.O.O
HOMO energy   -10.1 eV
2S+1   1


Entry 3:
Formula: C2H8O2
Source: OMol25
Level of theory: ωB97M-V with the def2-TZVPD basis set

Each line ends with the natural charge from an NBO analysis.
Geometry (Å):
C 1.889 0.809 0.557  -0.26
O 2.649 -0.422 0.567  -0.73
H 2.185 -1.054 1.117  0.46
H 2.606 1.570 0.257  0.19
H 1.479 0.984 1.547  0.17
H 1.159 0.777 -0.257  0.17
C -2.848 -0.257 -0.497  -0.24
O -1.457 -0.117 -0.793  -0.73
H -0.912 -0.235 -0.014  0.46
H -3.161 0.446 0.263  0.16
H -3.333 0.015 -1.426  0.19
H -3.079 -1.249 -0.111  0.16

Total charge   0
SMILES   CO.CO
HOMO energy   -10.4 eV
2S+1   1


What DFT total energy values result from the calculations? In sequence: -231.4160, -231.4308, -231.4297 hartree.
What ΔE to the lowest compared entry with this formula, charge and spin values result from the calculations? In sequence: 1.261, 0.858, 0.886 eV.
What Kohn-Sham gap values result from the calculations? In sequence: 11.13, 10.73, 11.12 eV.